Record 1
{"formula": "C5H12INO2S", "method": "ωB97M-V/def2-TZVPD", "charge": 0, "spin_multiplicity": 1, "de_lowest_kj_mol": 212.67, "max_force_ev_per_a": 4.2, "homo_energy_ha": [-0.3282, -0.3283], "species": ["H", "C", "N", "H", "H", "S", "H", "O", "C", "H", "H", "C", "H", "C", "C", "O", "H", "H", "H", "H", "I", "H"], "xyz": [[-0.680, 0.403, 2.927], [-0.733, -2.039, -1.674], [0.396, -1.594, -0.865], [0.886, -0.587, 1.231], [-1.990, 0.498, -1.215], [1.083, -0.089, -1.301], [-0.192, 2.008, 2.314], [2.465, -0.238, -1.139], [0.250, 1.009, 2.597], [-1.917, 1.822, 0.190], [2.069, 0.601, 1.212], [0.999, 0.541, 1.363], [1.169, -2.278, -0.815], [0.496, 1.046, -0.006], [-1.810, 0.746, -0.149], [0.597, 0.394, -2.559], [-1.949, -0.036, 0.582], [-0.649, -1.549, -2.653], [-0.705, -3.069, -1.806], [-1.651, -1.714, -1.029], [1.038, 2.966, -0.718], [0.828, 1.156, 3.513]], "forces_ev_per_angstrom": [[1.657, 0.504, -0.959], [-1.379, 2.831, 1.435], [1.578, 0.395, -0.358], [-0.143, 1.202, 0.429], [0.163, 0.413, 0.935], [-2.714, 0.149, 0.366], [0.477, -0.720, 0.620], [2.870, -0.538, 0.571], [-1.864, 1.265, 0.204], [-0.393, -1.655, -0.556], [0.544, 0.722, 1.135], [-0.730, -2.360, -1.711], [-0.502, 0.744, -0.083], [-2.905, -1.604, -0.437], [3.570, 2.125, -0.105], [-0.504, -0.502, -0.107], [-0.137, 0.015, 0.087], [-0.692, -0.128, 0.228], [-0.029, -1.865, -0.041], [1.159, -0.872, -1.891], [-0.269, -0.032, 0.584], [0.245, -0.090, -0.347]], "mulliken_charge": [0.24, -0.85, -0.28, 0.28, 0.30, 1.20, 0.25, -0.66, -1.06, 0.36, 0.48, -0.47, 0.30, -0.41, -0.73, -0.62, 0.28, 0.32, 0.38, 0.16, 0.18, 0.35]}

=====

Record 2
{"formula": "C5H12N", "method": "ωB97M-V/def2-TZVPD", "charge": 1, "spin_multiplicity": 1, "de_lowest_kj_mol": 351.34, "max_force_ev_per_a": 4.6, "homo_energy_ha": -0.4896, "species": ["C", "H", "H", "H", "H", "H", "H", "H", "C", "H", "C", "H", "N", "C", "H", "C", "H", "H"], "xyz": [[0.496, -0.863, 1.298], [-0.179, -0.834, -1.582], [0.906, 0.102, 1.520], [-1.820, 2.561, -0.906], [-0.062, 3.392, -0.974], [0.877, 1.542, -0.218], [-1.747, 0.175, -1.142], [0.778, -2.252, 0.015], [-0.076, 1.260, -0.712], [-1.096, -1.749, 0.491], [-0.649, 2.473, -0.852], [1.281, -0.528, -0.492], [1.475, -1.448, 0.197], [-0.787, -0.676, 0.592], [0.407, -1.442, 2.162], [-0.764, -0.075, -0.869], [2.511, -1.503, 0.258], [-1.552, -0.134, 1.214]], "forces_ev_per_angstrom": [[2.118, 2.517, -0.926], [-1.776, 1.877, 1.027], [0.484, 0.419, 0.629], [2.376, -0.042, -0.554], [-0.329, -0.391, 0.814], [0.460, -1.537, -0.839], [-1.262, -0.392, -0.861], [2.680, 0.739, -0.989], [0.335, 2.526, -0.020], [-0.824, 0.694, 0.004], [-2.707, -0.734, -0.625], [0.847, -3.465, 1.311], [-3.361, 3.001, -1.006], [-2.292, -1.932, -1.159], [0.225, -1.198, 1.147], [3.138, -0.613, 1.886], [-1.071, -0.837, 0.628], [0.959, -0.630, -0.466]], "mulliken_charge": [-0.82, 0.32, 0.42, 0.18, 0.29, 0.19, 0.37, 0.39, 0.20, 0.33, -0.79, 0.38, -0.39, -0.27, 0.37, -0.86, 0.34, 0.35]}